(1)
The following is a quantum chemistry calculation of a molecular structure, C38H30FFeN7O8S, from OMol25.

Element x y z (Å)
Fe 1.0378 0.6644 -0.3060
O 1.4210 4.7073 -3.6846
C 0.3199 5.0578 -3.0027
C -0.2899 6.2763 -3.3020
C -1.4325 6.6765 -2.6333
C -1.9910 5.8679 -1.6478
C -1.3826 4.6624 -1.3452
C -0.2303 4.2389 -2.0050
C 0.3771 2.9414 -1.6197
O -0.1196 2.2848 -0.6484
N 1.4172 2.5530 -2.3344
N 1.8956 1.3463 -1.8936
C 2.8993 0.8356 -2.4979
C 3.4788 -0.4370 -2.1658
C 4.5929 -0.8452 -2.9248
C 5.1862 -2.0749 -2.7655
C 4.6393 -2.9548 -1.8212
C 3.5585 -2.5931 -1.0658
C 2.9462 -1.3131 -1.1674
O 1.9419 -1.0440 -0.4078
H 1.6835 3.8009 -3.3314
H 0.1611 6.8909 -4.0721
H -1.8913 7.6273 -2.8828
H -2.8860 6.1768 -1.1220
H -1.7742 4.0056 -0.5789
H 3.3319 1.3867 -3.3329
H 4.9843 -0.1473 -3.6604
H 6.0557 -2.3522 -3.3494
H 5.0864 -3.9323 -1.6715
H 3.1472 -3.2695 -0.3258
N 0.1676 -1.9870 5.3301
C 1.3644 -1.7013 4.6284
C 1.4797 -2.0601 3.2895
C 2.6057 -1.7148 2.5706
C 3.6298 -1.0073 3.1821
C 3.5476 -0.6845 4.5247
C 2.4241 -1.0489 5.2545
S 4.8764 -0.3066 2.1183
O 5.3752 -1.3452 1.2446
O 5.8808 0.3320 2.9506
N 3.9403 0.6433 1.2385
C 3.2050 1.5808 1.8121
N 2.1550 2.0733 1.0608
C 1.3949 3.0098 1.6029
C 1.6028 3.5106 2.8808
C 2.6383 2.9249 3.5861
N 3.4286 1.9980 3.0919
H -0.6079 -1.9515 4.6781
H 0.0015 -1.2781 6.0319
H 0.6435 -2.5323 2.7862
H 2.6424 -1.8882 1.5028
H 4.3418 -0.0954 4.9658
H 2.3366 -0.7599 6.2978
H 0.5736 3.3544 0.9905
H 0.9648 4.2725 3.3063
H 2.8367 3.2169 4.6185
C -5.3618 -2.4729 1.8169
C -4.9055 -3.0028 0.4631
C -6.0535 -2.9361 -0.5368
C -5.6140 -3.4695 -1.8868
C -4.4095 -2.7107 -2.3659
C -4.1545 -2.5521 -3.7100
C -3.0294 -1.8575 -4.1264
F -2.8321 -1.7365 -5.4609
C -2.1437 -1.3106 -3.2438
C -2.3880 -1.4541 -1.8708
C -1.4079 -0.8684 -0.9399
O -0.4597 -0.2617 -1.4218
C -1.6827 -1.0965 0.4537
C -2.8136 -1.7648 0.7878
N -3.7507 -2.2602 -0.0633
C -3.5250 -2.1451 -1.4304
C -0.8333 -0.6498 1.6568
O -1.2536 -1.0124 2.7734
O 0.1996 0.0165 1.4278
H -6.3210 -2.9290 2.0667
H -5.4929 -1.3900 1.7786
H -4.6664 -2.7026 2.6212
H -4.6094 -4.0542 0.5751
H -6.3811 -1.8956 -0.6284
H -6.8937 -3.5091 -0.1409
H -6.4186 -3.3989 -2.6215
H -5.3656 -4.5326 -1.7916
H -4.8218 -2.9640 -4.4577
H -1.2585 -0.7711 -3.5512
H -2.9660 -1.9004 1.8489

For the molar mass, the calculation gives 819.61 g mol⁻¹. The charge is -2. The energy above the lowest of the compared OMol25 structures with the same formula, charge and spin is 0.0 kcal per mole. The electronic energy comes out at -4213.26598 Eh.

---

(2)
The following is a quantum chemistry calculation of a molecular structure, C38H31AsNO2OsS, from OMol25.

Element x y z (Å)
Os -0.6322 0.6539 -0.6326
C 1.9530 3.0676 1.9953
C 1.0343 2.7714 0.8410
O 0.5676 1.6095 0.8183
C 0.7399 3.8022 -0.1217
C 1.1139 5.1366 0.1578
C 0.8914 6.1515 -0.7305
C 0.3172 5.8587 -1.9764
C -0.0510 4.5778 -2.2911
C 0.1157 3.5125 -1.3757
O -0.2731 2.3272 -1.7529
H 2.2425 2.1270 2.4565
H 1.4391 3.6727 2.7451
H 2.8393 3.6089 1.6719
H 1.5773 5.3628 1.1087
H 1.1651 7.1669 -0.4807
H 0.1740 6.6519 -2.6991
H -0.4780 4.3327 -3.2551
S 0.9946 -0.5238 -2.3882
C 0.2538 -0.1001 -3.9084
C 1.0530 -0.0265 -5.0555
C 0.4827 0.2413 -6.2846
C -0.8950 0.3956 -6.4032
C -1.6994 0.3127 -5.2769
C -1.1377 0.0772 -4.0288
As -2.1660 0.0616 -2.4024
C -2.8881 -1.8267 -2.2789
C -1.7667 -2.8762 -2.4763
C -1.9450 -3.8433 -3.5978
C -3.0182 -3.8235 -4.3850
C -4.0940 -2.8583 -4.1750
C -4.0549 -1.9525 -3.1950
C -3.6070 1.3083 -2.7384
C -3.2665 2.5064 -3.3675
C -4.1969 3.5252 -3.4867
C -5.4742 3.3610 -2.9681
C -5.8143 2.1790 -2.3276
C -4.8827 1.1600 -2.2019
H 2.1209 -0.1757 -4.9651
H 1.1118 0.3149 -7.1618
H -1.3390 0.5736 -7.3735
H -2.7732 0.4252 -5.3627
H -0.7672 -2.4381 -2.5513
H -1.1554 -4.5720 -3.7423
H -3.1287 -4.5350 -5.1931
H -4.9554 -2.8994 -4.8296
H -4.8834 -1.2715 -3.0472
H -2.2654 2.6349 -3.7602
H -3.9228 4.4484 -3.9800
H -6.2042 4.1546 -3.0600
H -6.8057 2.0448 -1.9147
H -5.1580 0.2539 -1.6783
N -2.4586 1.5994 1.1867
C -3.7148 0.9728 1.0986
C -4.8452 1.7316 1.3876
C -6.1159 1.1944 1.3341
C -6.2749 -0.1447 0.9977
C -5.1730 -0.8959 0.6587
C -3.8613 -0.3736 0.6546
C -2.7727 -1.2163 0.1883
C -3.0863 -2.3151 -0.7872
C -1.9967 -3.4089 -1.0195
C -0.7884 -3.2839 -0.1659
C -0.4867 -2.1027 0.3776
C -1.3977 -0.9521 0.3059
H -1.8111 1.1059 1.7891
H -2.5401 2.5653 1.4773
H -4.7125 2.7659 1.6844
H -6.9737 1.8070 1.5770
H -7.2561 -0.5995 1.0009
H -5.3300 -1.9330 0.3997
H -4.0782 -2.7382 -0.6584
H -2.4029 -4.4193 -1.0077
H -0.1219 -4.1345 -0.0826
H 0.4481 -1.9617 0.9093

For the molar mass, the calculation gives 830.89 g mol⁻¹. As for the expectation value of S²: 6.07. The charge is +1. The energy above the lowest of the compared OMol25 structures with the same formula, charge and spin is 73.5 kcal per mole. The electronic energy comes out at -4396.16669 Eh. Its spin multiplicity is 5.

---

(3)
The following is a quantum chemistry calculation of a molecular structure, C38H31AuN5O6PSTe, from OMol25.

Element x y z (Å)
Au -1.0401 -1.6708 0.0432
N 0.9981 -1.0832 -0.2335
P 1.9841 -1.5699 -1.3710
C 1.2951 -1.9004 -3.0115
C 0.0080 -1.4878 -3.3301
C -0.5185 -1.7661 -4.5850
C 0.2417 -2.4475 -5.5211
C 1.5332 -2.8573 -5.2084
C 2.0565 -2.5909 -3.9558
C 2.7787 -3.1250 -0.8981
C 1.9447 -4.1594 -0.4720
C 2.4872 -5.3638 -0.0630
C 3.8649 -5.5450 -0.0752
C 4.6974 -4.5225 -0.4998
C 4.1565 -3.3109 -0.9102
C 3.3028 -0.3561 -1.6205
C 4.0491 0.0205 -0.5011
C 5.0047 1.0155 -0.6035
C 5.2194 1.6480 -1.8224
C 4.4807 1.2808 -2.9351
C 3.5237 0.2787 -2.8369
H -0.5856 -0.9621 -2.5914
H -1.5273 -1.4576 -4.8227
H -0.1720 -2.6692 -6.4960
H 2.1243 -3.3937 -5.9380
H 3.0555 -2.9275 -3.7051
H 0.8713 -4.0115 -0.4454
H 1.8374 -6.1591 0.2753
H 4.2882 -6.4852 0.2517
H 5.7699 -4.6628 -0.5074
H 4.8112 -2.5153 -1.2412
H 3.8691 -0.4661 0.4505
H 5.5790 1.3033 0.2663
H 5.9638 2.4287 -1.9015
H 4.6453 1.7751 -3.8829
H 2.9444 0.0011 -3.7076
O -0.9842 -2.3626 2.4424
C -1.3091 -1.3572 3.0938
O -1.7785 -0.2824 2.6602
C -1.0719 -1.4270 4.5983
C -1.4261 -0.3624 5.4147
C -1.2030 -0.4562 6.7764
C -0.6425 -1.5703 7.3693
C -0.2979 -2.6078 6.5249
C -0.5013 -2.5632 5.1574
N 0.3135 -3.8131 7.1189
O 0.4349 -3.8410 8.3256
O 0.6576 -4.6958 6.3637
N -1.5751 0.6800 7.6409
O -2.0368 1.6644 7.1024
O -1.3952 0.5583 8.8348
H -1.8654 0.5243 4.9817
H -0.4796 -1.6282 8.4342
H -0.2215 -3.3905 4.5230
N -3.2394 0.8336 0.4758
C -3.4894 0.2306 -0.6661
S -3.2364 -1.4509 -0.9347
N -4.0162 0.9341 -1.6906
C -4.3219 2.3148 -1.7455
C -3.9996 3.0094 -2.9069
C -4.3088 4.3530 -3.0182
C -4.9269 5.0195 -1.9692
C -5.2569 4.3225 -0.8188
C -4.9711 2.9692 -0.7052
H -2.7037 0.3431 1.2226
H -3.2445 1.8420 0.5129
H -4.0147 0.4290 -2.5646
H -3.4993 2.4931 -3.7160
H -4.0529 4.8847 -3.9246
H -5.1534 6.0729 -2.0515
H -5.7579 4.8258 -0.0031
H -5.3009 2.4226 0.1668
Te 0.5052 1.0614 0.3306
C -0.0576 3.0230 -0.3562
C 0.1515 3.4383 -1.6689
C -0.1927 4.7240 -2.0575
C -0.7583 5.5990 -1.1407
C -0.9843 5.1880 0.1654
C -0.6309 3.9052 0.5593
H 0.5846 2.7538 -2.3892
H -0.0242 5.0427 -3.0779
H -1.0281 6.6013 -1.4463
H -1.4298 5.8674 0.8800
H -0.8016 3.5922 1.5825

For the molar mass, the calculation gives 1041.30 g mol⁻¹. As for the expectation value of S²: 2.01. The charge is 0. The energy above the lowest of the compared OMol25 structures with the same formula, charge and spin is 10.0 kcal per mole. The electronic energy comes out at -3334.94712 Eh. Its spin multiplicity is 3.